#i
Molecular formula: C16H50N4O7
Method: DFT, the ωB97M-V functional and the def2-TZVPD basis

## Properties
SMILES = COC[C@H](C)N.COC[C@H](C)N.COC[C@H](C)N.COC[C@H](C)N.O.O.O
Total charge = 0
Molecular weight = 410.60 g mol⁻¹

CARTESIAN COORDINATES (ANGSTROEM)
C 0.012 6.072 1.347
O 0.304 4.862 2.011
C 0.620 3.816 1.088
C 0.722 2.463 1.799
C 1.817 2.524 2.811
N 0.858 1.370 0.837
H -0.073 6.857 2.098
H -0.898 5.959 0.754
H 0.874 6.393 0.750
H -0.086 3.889 0.253
H 1.570 4.040 0.578
H -0.264 2.235 2.221
H 1.832 1.613 3.416
H 1.458 3.284 3.507
H 2.801 2.649 2.361
H 1.839 1.407 0.519
H 0.214 1.373 0.036
C -4.230 3.743 -2.462
O -3.825 3.201 -1.246
C -2.496 2.708 -0.984
C -2.178 1.560 -1.945
C -3.139 0.404 -1.907
N -0.838 1.063 -1.533
H -3.681 4.637 -2.793
H -5.213 4.174 -2.261
H -4.254 3.008 -3.270
H -1.872 3.583 -1.183
H -2.524 2.381 0.052
H -2.135 1.954 -2.968
H -3.407 0.146 -0.883
H -2.683 -0.461 -2.384
H -4.066 0.774 -2.350
H -0.232 1.880 -1.652
H -0.506 0.511 -2.331
C 4.741 -2.377 2.120
O 4.324 -2.030 0.823
C 3.937 -0.684 0.667
C 3.827 -0.358 -0.811
C 5.166 -0.563 -1.527
N 3.452 1.078 -0.811
H 3.929 -2.130 2.814
H 5.674 -1.911 2.449
H 4.871 -3.454 2.214
H 3.052 -0.450 1.271
H 4.753 -0.083 1.102
H 3.016 -0.950 -1.228
H 6.072 -0.450 -0.933
H 5.299 -0.105 -2.509
H 5.109 -1.624 -1.806
H 3.288 1.271 -1.799
H 4.336 1.557 -0.648
C -2.432 -5.760 2.989
O -3.475 -4.921 2.520
C -3.246 -4.497 1.183
C -2.648 -3.107 1.033
C -3.573 -1.893 1.289
N -2.234 -2.961 -0.379
H -1.442 -5.475 2.622
H -2.472 -6.762 2.532
H -2.550 -5.937 4.054
H -2.564 -5.199 0.693
H -4.249 -4.528 0.751
H -1.709 -2.992 1.588
H -4.163 -1.533 0.456
H -2.936 -1.059 1.609
H -4.059 -2.094 2.249
H -1.602 -3.701 -0.673
H -1.659 -2.124 -0.365
O 1.506 -3.980 -1.976
H 1.070 -4.191 -2.808
H 1.179 -3.098 -1.738
O 0.069 -0.755 -3.681
H -0.525 -1.506 -3.810
H 0.870 -0.991 -4.161
O 0.387 -1.603 -0.509
H 1.082 -1.218 0.039
H 0.206 -0.927 -1.183

---

#ii
Molecular formula: C16H50N4O7
Method: DFT, the ωB97M-V functional and the def2-TZVPD basis

## Properties
SMILES = COC[C@H](C)N.COC[C@H](C)N.COC[C@H](C)N.COC[C@H](C)N.O.O.O
Total charge = 0
Molecular weight = 410.60 g mol⁻¹

CARTESIAN COORDINATES (ANGSTROEM)
C -5.388 3.349 1.153
O -5.153 1.989 1.516
C -4.677 1.253 0.417
C -4.285 -0.127 0.903
C -3.074 -0.028 1.966
N -3.777 -0.977 -0.149
H -6.418 3.595 0.893
H -4.720 3.718 0.375
H -5.167 3.978 2.016
H -5.381 1.228 -0.414
H -3.762 1.718 0.049
H -5.214 -0.548 1.289
H -2.105 0.116 1.486
H -2.938 -0.984 2.472
H -3.231 0.801 2.655
H -2.795 -0.885 -0.364
H -4.293 -0.907 -1.015
C 1.538 0.425 -4.565
O 1.525 0.878 -5.924
C 0.308 0.908 -6.654
C 0.476 0.503 -8.178
C 1.113 1.617 -8.969
N -0.763 0.313 -8.861
H 0.772 -0.326 -4.375
H 1.393 1.246 -3.863
H 2.561 0.158 -4.298
H -0.385 0.224 -6.164
H -0.010 1.950 -6.629
H 1.084 -0.401 -8.167
H 1.358 1.251 -9.966
H 2.067 1.849 -8.496
H 0.593 2.574 -9.030
H -1.099 1.242 -9.070
H -1.433 -0.117 -8.238
C 2.155 1.211 2.475
O 1.643 1.987 3.596
C 2.501 2.098 4.678
C 2.523 0.766 5.501
C 1.121 0.195 5.792
N 3.204 1.072 6.770
H 3.021 1.626 1.960
H 1.369 1.056 1.736
H 2.439 0.246 2.894
H 3.552 2.230 4.422
H 2.256 2.936 5.331
H 3.159 0.030 5.010
H 0.556 0.026 4.875
H 0.632 0.780 6.571
H 1.362 -0.717 6.337
H 2.614 1.762 7.214
H 3.004 0.276 7.359
C -0.440 -3.275 4.365
O 0.186 -3.604 3.122
C 1.011 -2.527 2.555
C 1.937 -2.983 1.400
C 3.100 -2.081 1.010
N 1.137 -3.065 0.241
H -0.888 -2.283 4.320
H 0.339 -3.288 5.128
H -1.300 -3.882 4.648
H 0.295 -1.758 2.263
H 1.667 -1.986 3.237
H 2.244 -3.956 1.782
H 3.585 -1.711 1.913
H 2.989 -1.151 0.452
H 3.914 -2.597 0.500
H 1.352 -2.251 -0.318
H 0.175 -2.947 0.522
O 0.443 -0.372 -1.158
H -0.287 -0.776 -1.628
H 0.027 0.149 -0.471
O -1.569 -1.878 -2.159
H -2.213 -2.044 -2.847
H -1.699 -2.590 -1.533
O 2.641 1.611 -1.180
H 2.037 0.872 -1.106
H 3.486 1.210 -1.384

---

Least stable: #ii

---

#i
Molecular formula: C6H5NOS
Method: DFT, the ωB97M-V functional and the def2-TZVPD basis

## Properties
SMILES = C=CC=C=N[C@@H]1SC1=O
Total charge = 0
Molecular weight = 139.18 g mol⁻¹

CARTESIAN COORDINATES (ANGSTROEM)
C -0.803 -1.071 -0.420
C -1.148 0.211 -0.157
C -0.438 0.880 0.955
C 0.850 0.716 1.160
N 2.097 0.614 1.262
C 3.331 0.767 0.791
S 4.568 -0.714 1.332
C 4.586 0.965 1.613
O 5.214 1.847 2.129
H -1.018 -1.609 -1.292
H -0.176 -1.610 0.220
H -2.227 0.639 -0.440
H -0.912 1.687 1.455
H 3.520 1.060 -0.264

---

#ii
Molecular formula: C6H5NOS
Method: DFT, the ωB97M-V functional and the def2-TZVPD basis

## Properties
Total charge = 0
Molecular weight = 139.18 g mol⁻¹

CARTESIAN COORDINATES (ANGSTROEM)
C 0.084 1.272 1.377
C 0.230 -0.091 0.687
C -1.037 1.901 1.068
C -0.803 -0.197 -0.408
C -0.876 -0.984 -1.436
C 1.291 -1.825 -1.355
N 1.919 -1.077 -0.626
O 1.589 -0.059 0.124
S -2.075 1.145 -0.119
H 0.791 1.722 1.985
H 0.037 -0.886 1.378
H -1.200 2.810 1.543
H -1.387 -1.025 -2.317
H 1.436 -2.707 -1.901

---

Least stable: #ii